{"formula": "C32H56NO15PS5", "method": "the ωB97M-V functional and the def2-TZVPD basis", "symbols": ["C", "C", "O", "O", "C", "C", "C", "C", "C", "C", "C", "O", "C", "P", "N", "O", "C", "C", "O", "H", "H", "H", "H", "H", "H", "H", "H", "H", "H", "H", "H", "H", "H", "H", "H", "O", "S", "O", "C", "C", "C", "C", "H", "H", "H", "H", "H", "H", "H", "H", "O", "S", "O", "C", "C", "C", "C", "H", "H", "H", "H", "H", "H", "H", "H", "O", "S", "O", "C", "C", "C", "C", "H", "H", "H", "H", "H", "H", "H", "H", "O", "S", "O", "C", "C", "C", "C", "H", "H", "H", "H", "H", "H", "H", "H", "O", "S", "O", "C", "C", "C", "C", "H", "H", "H", "H", "H", "H", "H", "H"], "xyz": [[3.865, 2.467, 2.083], [4.303, 1.726, 0.840], [4.846, 2.264, -0.085], [4.032, 0.391, 0.853], [3.190, 0.021, -0.245], [1.752, 0.515, -0.039], [0.890, -0.538, 0.727], [0.339, -0.013, 2.056], [-0.749, 1.040, 1.972], [-1.032, 1.817, 3.026], [-2.154, 2.801, 2.882], [-2.111, 3.925, 3.307], [-3.328, 2.275, 2.105], [-5.058, 2.651, 2.669], [-5.624, 4.025, 1.803], [-5.893, 1.322, 2.129], [-3.047, 1.527, 1.032], [-1.594, 1.267, 0.737], [-1.158, 1.284, -0.385], [4.760, 2.788, 2.618], [3.318, 3.368, 1.796], [3.234, 1.865, 2.722], [3.597, 0.381, -1.195], [3.208, -1.067, -0.314], [1.712, 1.452, 0.521], [1.293, 0.630, -1.023], [1.543, -1.395, 0.925], [0.080, -0.903, 0.091], [-0.119, -0.874, 2.568], [1.149, 0.311, 2.716], [-0.521, 1.746, 3.981], [-5.539, 4.782, 2.479], [-6.639, 3.915, 1.694], [-5.395, 0.565, 2.468], [-3.808, 1.101, 0.383], [-8.361, 2.852, 0.915], [-9.473, 2.610, 0.027], [-10.596, 3.510, -0.035], [-8.836, 2.338, -1.620], [-8.573, 0.838, -1.679], [-9.783, 0.173, -1.008], [-10.060, 0.932, 0.295], [-7.942, 2.939, -1.773], [-9.610, 2.631, -2.327], [-8.440, 0.498, -2.703], [-7.664, 0.595, -1.123], [-10.651, 0.246, -1.668], [-9.607, -0.885, -0.815], [-11.120, 0.963, 0.536], [-9.502, 0.514, 1.131], [5.771, -3.496, 0.351], [6.363, -2.212, 0.031], [5.593, -0.993, 0.115], [7.871, -2.029, 0.979], [8.949, -2.646, 0.092], [8.657, -2.153, -1.329], [7.157, -2.329, -1.572], [7.763, -2.528, 1.940], [8.039, -0.962, 1.126], [9.948, -2.363, 0.423], [8.879, -3.735, 0.124], [8.922, -1.096, -1.411], [9.240, -2.696, -2.071], [6.756, -1.554, -2.222], [6.933, -3.320, -1.976], [-8.759, 2.799, -4.852], [-7.986, 1.663, -5.287], [-6.943, 1.096, -4.470], [-9.115, 0.362, -5.777], [-9.381, 0.632, -7.255], [-8.020, 0.986, -7.867], [-7.343, 1.996, -6.931], [-10.011, 0.404, -5.161], [-8.604, -0.590, -5.636], [-9.833, -0.231, -7.742], [-10.066, 1.476, -7.362], [-7.409, 0.084, -7.940], [-8.123, 1.393, -8.872], [-6.262, 1.880, -6.919], [-7.604, 3.020, -7.189], [8.410, -7.399, -2.222], [7.339, -6.440, -2.310], [7.588, -5.019, -2.219], [6.386, -6.779, -3.786], [5.327, -7.776, -3.326], [4.826, -7.257, -1.971], [6.058, -6.886, -1.136], [7.042, -7.166, -4.562], [5.932, -5.843, -4.110], [4.519, -7.861, -4.052], [5.774, -8.765, -3.202], [4.208, -6.370, -2.127], [4.214, -7.996, -1.457], [5.869, -6.038, -0.479], [6.421, -7.733, -0.556], [5.282, 4.248, 4.787], [4.297, 3.443, 5.463], [3.334, 2.660, 4.730], [5.133, 2.393, 6.647], [5.189, 3.230, 7.921], [3.810, 3.891, 8.048], [3.447, 4.465, 6.673], [6.113, 2.120, 6.264], [4.522, 1.501, 6.787], [5.427, 2.618, 8.790], [5.960, 3.999, 7.828], [3.073, 3.141, 8.341], [3.804, 4.669, 8.811], [2.378, 4.424, 6.482], [3.806, 5.486, 6.556]], "atomic_forces_ev_per_a": [[0.3, -0.3, -0.5], [-0.1, 0.2, 0.3], [0.0, 0.0, -0.3], [-1.8, 1.3, 0.4], [-0.1, 0.0, -0.4], [-0.4, -1.2, 0.0], [0.6, 0.5, 0.0], [-0.4, -0.7, -0.3], [0.5, 0.2, 0.6], [-0.5, 0.0, -0.5], [0.0, -0.6, 0.0], [-0.2, 0.3, 0.4], [-0.5, 0.2, -1.3], [0.4, 0.2, 2.6], [-0.4, -0.7, -0.3], [0.4, 0.5, -0.9], [0.3, -0.1, 0.5], [-0.4, -0.3, 0.5], [0.1, -0.2, -0.3], [-0.1, 0.0, 0.1], [0.1, -0.1, -0.1], [0.2, -0.1, -0.1], [0.2, 0.2, 0.3], [0.1, 0.1, 0.2], [0.1, 0.1, -0.4], [0.1, 0.4, 0.1], [-0.2, 0.0, 0.2], [0.0, 0.1, 0.1], [0.0, 0.1, 0.0], [-0.1, 0.2, -0.2], [0.2, 0.2, -0.2], [0.2, 0.0, -0.1], [0.2, -0.1, -0.4], [-0.2, 0.0, 0.0], [0.1, 0.3, -0.1], [-0.1, 0.2, 0.2], [-0.1, -0.1, -0.5], [0.1, 0.1, 0.3], [0.1, -0.2, -0.2], [-0.1, -0.1, 0.2], [0.0, 0.1, 0.0], [-0.1, -0.4, 0.0], [-0.1, 0.1, 0.1], [0.0, 0.1, 0.0], [0.1, 0.0, 0.1], [0.0, 0.0, -0.1], [0.0, 0.0, 0.0], [0.0, 0.0, 0.0], [0.0, 0.1, 0.1], [0.1, 0.1, 0.0], [-0.2, 0.1, 0.0], [0.4, 0.3, -0.2], [1.1, -1.5, -0.3], [0.3, -0.1, 0.1], [0.0, -0.1, -0.1], [0.1, 0.0, 0.0], [0.0, 0.0, -0.4], [-0.2, 0.0, 0.0], [-0.1, 0.0, 0.0], [0.0, 0.0, 0.0], [0.0, 0.0, 0.0], [0.0, 0.0, 0.0], [-0.1, 0.0, 0.0], [-0.1, 0.0, 0.1], [0.0, 0.5, 0.2], [0.1, 0.0, 0.2], [0.1, -0.2, -0.4], [0.0, 0.2, 0.2], [-0.2, -0.1, -0.2], [0.1, 0.1, 0.0], [0.0, -0.1, 0.0], [0.0, 0.0, -0.4], [0.1, 0.1, 0.1], [0.0, 0.0, 0.1], [0.0, 0.0, 0.0], [0.0, 0.0, 0.0], [0.0, 0.0, 0.0], [0.0, 0.0, 0.0], [0.0, 0.1, 0.2], [0.0, 0.0, 0.1], [0.2, 0.2, 0.0], [-0.4, -0.1, 0.0], [0.5, -0.7, -0.2], [-0.2, -0.1, -0.2], [0.0, 0.0, 0.1], [0.0, 0.0, -0.1], [-0.4, 0.0, 0.2], [0.1, 0.1, 0.1], [0.1, 0.0, 0.0], [0.0, 0.0, 0.0], [0.0, 0.0, 0.0], [0.0, 0.0, 0.0], [0.0, 0.0, 0.0], [0.2, 0.1, 0.0], [0.1, 0.0, -0.1], [-0.1, -0.1, -0.2], [-0.1, -0.1, 0.4], [0.0, 0.2, 0.4], [0.2, -0.1, 0.3], [0.0, 0.1, 0.0], [0.0, -0.1, 0.0], [-0.1, 0.1, 0.4], [-0.1, 0.0, -0.2], [0.0, 0.0, -0.1], [0.0, 0.0, 0.0], [0.0, 0.0, 0.0], [0.0, 0.0, 0.0], [0.0, 0.0, 0.0], [0.0, 0.0, -0.2], [0.1, 0.0, -0.1]], "molar_mass_g_mol": 886.1, "orbital_gap_ev": 7.0, "spin_multiplicity": 1, "e_homo_ev": -7.5, "total_energy_ev": -129756.38804}

***

{"formula": "C32H57IO11", "method": "the ωB97M-V functional and the def2-TZVPD basis", "symbols": ["C", "C", "C", "C", "O", "O", "C", "C", "C", "C", "I", "C", "C", "O", "C", "C", "C", "C", "C", "C", "H", "H", "H", "H", "H", "H", "H", "H", "H", "H", "H", "H", "H", "H", "H", "H", "H", "C", "O", "C", "C", "O", "C", "H", "H", "H", "H", "H", "H", "H", "H", "H", "H", "C", "O", "C", "C", "O", "C", "H", "H", "H", "H", "H", "H", "H", "H", "H", "H", "C", "O", "C", "C", "O", "C", "H", "H", "H", "H", "H", "H", "H", "H", "H", "H", "C", "O", "C", "C", "O", "C", "H", "H", "H", "H", "H", "H", "H", "H", "H", "H"], "xyz": [[-0.243, 0.596, 3.365], [0.775, 1.120, 3.711], [2.044, 1.625, 4.206], [3.304, 0.994, 3.636], [4.201, 0.709, 4.386], [3.470, 0.851, 2.291], [2.767, -0.268, 1.679], [2.070, 0.282, 0.442], [1.368, -0.793, -0.379], [0.423, -1.651, 0.456], [-1.153, -2.409, -0.806], [3.804, -1.346, 1.300], [3.428, -2.788, 1.616], [3.823, -3.680, 0.888], [2.602, -3.129, 2.808], [2.601, -2.356, 3.949], [1.822, -2.660, 5.042], [1.024, -3.790, 5.011], [1.051, -4.588, 3.883], [1.823, -4.269, 2.792], [-1.175, 0.165, 3.113], [2.075, 1.449, 5.277], [2.081, 2.704, 4.077], [2.027, -0.692, 2.344], [2.828, 0.817, -0.125], [1.344, 1.012, 0.791], [0.783, -0.280, -1.137], [2.100, -1.386, -0.922], [-0.079, -1.086, 1.225], [0.936, -2.520, 0.843], [3.945, -1.317, 0.225], [4.776, -1.156, 1.748], [3.232, -1.482, 3.989], [1.853, -2.000, 5.893], [0.406, -4.014, 5.865], [0.445, -5.479, 3.877], [1.801, -4.927, 1.938], [-1.129, 4.191, -5.069], [-1.109, 2.894, -5.641], [0.088, 2.180, -5.374], [-0.107, 1.158, -4.276], [-0.356, 1.777, -3.023], [-1.726, 1.761, -2.654], [-2.144, 4.576, -5.160], [-0.855, 4.172, -4.012], [-0.448, 4.856, -5.611], [0.899, 2.866, -5.113], [0.368, 1.658, -6.295], [0.813, 0.573, -4.171], [-0.917, 0.471, -4.536], [-2.030, 0.745, -2.380], [-2.368, 2.129, -3.458], [-1.844, 2.409, -1.787], [1.551, 3.407, 9.268], [0.360, 2.643, 9.325], [-0.238, 2.438, 8.055], [0.041, 1.050, 7.524], [1.418, 0.870, 7.222], [2.125, 0.133, 8.209], [2.027, 3.350, 10.245], [2.243, 3.020, 8.516], [1.325, 4.456, 9.048], [0.102, 3.193, 7.340], [-1.319, 2.554, 8.181], [-0.514, 0.910, 6.590], [-0.300, 0.294, 8.237], [1.836, -0.924, 8.173], [1.956, 0.521, 9.215], [3.186, 0.213, 7.977], [1.362, -5.038, -1.818], [0.341, -6.009, -1.668], [-0.316, -6.322, -2.886], [0.169, -7.635, -3.460], [1.523, -7.555, -3.881], [2.429, -8.144, -2.966], [1.923, -4.999, -0.884], [2.049, -5.296, -2.628], [0.920, -4.052, -2.007], [-0.184, -5.518, -3.615], [-1.385, -6.408, -2.665], [-0.430, -7.876, -4.344], [0.037, -8.440, -2.731], [2.339, -9.236, -2.985], [2.264, -7.784, -1.948], [3.436, -7.871, -3.277], [-5.957, 7.368, -7.684], [-5.908, 6.070, -8.248], [-4.704, 5.376, -7.957], [-4.897, 4.355, -6.859], [-5.172, 4.976, -5.610], [-6.542, 4.935, -5.254], [-6.974, 7.739, -7.798], [-5.703, 7.355, -6.621], [-5.275, 8.043, -8.212], [-3.909, 6.078, -7.687], [-4.401, 4.856, -8.871], [-3.968, 3.787, -6.738], [-5.690, 3.651, -7.126], [-6.836, 3.918, -4.974], [-7.180, 5.286, -6.069], [-6.679, 5.588, -4.394]], "atomic_forces_ev_per_a": [[-0.2, 0.1, 0.1], [0.2, -0.3, -0.1], [-0.2, 0.0, -0.1], [0.9, -0.1, 0.4], [-0.2, 0.1, -0.3], [-0.7, 0.0, 0.4], [0.6, 0.0, -0.8], [0.0, -0.1, 0.7], [-0.1, 0.6, -0.2], [0.2, -0.1, -1.0], [-0.1, 0.0, 0.3], [-0.6, -0.1, 0.1], [0.4, -0.4, -0.4], [-0.2, 0.3, 0.1], [0.1, -0.1, -0.1], [0.5, 0.8, 0.0], [0.0, -0.1, 0.1], [0.2, 0.5, 0.1], [-0.6, -0.5, 0.4], [-0.1, -0.4, -0.2], [-0.2, -0.1, -0.1], [0.1, -0.1, 0.2], [0.2, 0.2, -0.2], [-0.1, 0.2, 0.3], [0.0, 0.0, -0.3], [-0.1, 0.1, 0.0], [0.0, 0.2, -0.2], [-0.1, -0.4, 0.0], [0.0, 0.0, 0.3], [-0.2, -0.2, 0.3], [0.3, -0.1, -0.2], [0.1, 0.2, 0.3], [0.1, 0.0, 0.1], [-0.1, 0.0, 0.2], [-0.1, -0.2, 0.0], [-0.1, -0.2, -0.2], [0.1, 0.0, -0.3], [-0.1, 0.0, -0.1], [0.0, 0.1, 0.1], [-0.2, -0.1, -0.2], [0.2, 0.0, 0.2], [-0.1, 0.0, 0.0], [0.0, 0.0, 0.0], [0.0, 0.0, 0.0], [0.0, 0.0, 0.0], [0.0, 0.0, 0.1], [0.0, 0.0, 0.0], [0.0, 0.0, 0.0], [0.0, 0.0, 0.0], [0.0, 0.0, 0.0], [-0.1, 0.0, 0.0], [0.0, 0.0, 0.0], [0.1, 0.0, 0.0], [0.0, 0.0, 0.0], [0.1, 0.0, -0.1], [-0.1, -0.1, 0.3], [0.0, 0.1, -0.3], [0.0, -0.1, 0.3], [0.1, 0.0, -0.1], [0.0, 0.0, 0.0], [0.0, 0.0, 0.0], [0.0, 0.0, 0.0], [0.0, 0.0, 0.0], [0.0, 0.0, 0.0], [0.0, 0.0, 0.0], [0.0, 0.0, 0.0], [0.0, 0.0, 0.1], [-0.1, 0.0, 0.0], [0.0, 0.0, -0.1], [0.0, 0.0, 0.1], [0.1, 0.0, -0.1], [-0.1, -0.1, 0.3], [0.1, 0.1, -0.3], [0.0, 0.0, 0.1], [0.0, 0.0, 0.0], [0.0, 0.0, 0.0], [0.0, 0.0, 0.0], [0.2, -0.1, -0.1], [0.0, 0.0, 0.0], [0.0, 0.0, 0.0], [0.0, 0.0, 0.0], [0.0, 0.0, 0.0], [0.0, 0.0, 0.1], [0.0, 0.0, 0.0], [0.0, 0.0, 0.0], [0.0, 0.0, -0.1], [0.0, 0.1, 0.1], [-0.2, -0.1, -0.2], [0.3, 0.0, 0.2], [-0.1, 0.0, -0.1], [0.1, 0.0, 0.0], [0.0, 0.0, 0.0], [0.0, 0.0, 0.0], [0.0, 0.0, 0.1], [0.0, 0.0, 0.0], [0.0, 0.0, 0.0], [0.0, 0.0, -0.1], [0.0, 0.0, 0.0], [-0.1, 0.0, 0.0], [0.0, 0.0, 0.0], [0.0, 0.0, 0.0]], "molar_mass_g_mol": 744.7, "orbital_gap_ev": 9.2, "spin_multiplicity": 1, "e_homo_ev": -9.0, "total_energy_ev": -64724.65886}

***

> Number 2 is which compound?

C32H57IO11

***

> Number 1 is which compound?

C32H56NO15PS5

***

> Which formula does entry 2 have?

C32H57IO11